16
Properties=species:S:1:pos:R:3:forces:R:3 method="wB97M-V/def2-TZVPD" e_above_lowest_kcal_mol=42.76 e_homo_ev=-8.9 total_energy_ha=-685.95080 homo_lumo_gap_ev=9.6 multiplicity=1
O -2.74610 -0.59746 -1.72830 1.2111 0.1216 1.4580
C -1.83623 -0.68923 -0.90652 -0.2425 1.8249 -0.2508
N -1.38108 0.33445 -0.07313 -2.0255 0.9016 -1.1062
C -0.61069 0.28869 1.17813 -1.0528 -1.8867 0.6023
C 0.77673 -0.46845 0.93670 -0.0644 2.6719 1.6439
C 1.59117 0.33710 -0.11805 1.7299 -0.4500 -0.0435
S 1.51595 -0.32720 -1.79114 -0.5107 -3.4550 0.5269
H -1.16781 -1.49860 -0.83861 0.5779 -1.8377 0.0235
H -1.98806 1.14779 -0.24945 0.5825 -0.3441 0.5562
H -1.22492 -0.28251 1.98213 1.0403 0.7211 -1.1488
H -0.58711 1.34575 1.59282 0.6967 -1.2938 -0.7864
H 0.72131 -1.57791 0.88718 -0.1020 0.9080 -0.4814
H 1.35604 -0.21813 1.87940 -0.6345 -0.6970 -0.7844
H 2.68739 0.29627 0.17952 -1.3893 0.3675 -0.2889
H 1.24824 1.35427 -0.22235 -0.0578 0.3578 0.6269
H 1.64518 0.55517 -2.70834 0.2410 2.0899 -0.5475

58
Properties=species:S:1:pos:R:3:forces:R:3 method="wB97M-V/def2-TZVPD" total_charge=+1 e_above_lowest_kcal_mol=7.17 e_homo_ev="-9.3 / -10.7" total_energy_ha=-2133.19399 homo_lumo_gap_ev="6.6 / 6.9" multiplicity=6
Ru -1.55771 -0.32117 1.29794 0.8897 -0.0474 0.1316
C 2.69928 1.60213 5.32946 -0.0179 0.0328 -0.0511
C 1.82062 0.43825 5.76014 -0.0357 0.0498 0.0058
N 0.46954 0.49598 5.21070 -0.0980 -0.0682 0.0546
C 0.16975 0.22858 3.93373 -0.0380 0.2101 0.0793
S -1.56552 0.30108 3.55697 0.0739 -0.0411 0.0405
N 1.15177 -0.01863 3.10415 -0.2172 -0.1009 -0.1248
N 0.73559 -0.25433 1.84921 0.0717 -0.0187 0.1851
C 1.67571 -0.59296 0.97252 -0.0429 -0.0519 -0.1961
C 3.11405 -0.74616 1.35744 -0.0358 0.0151 -0.0467
C 1.18736 -0.86687 -0.31038 -0.0059 -0.1184 -0.0940
C 1.93821 -1.50842 -1.38357 -0.1203 0.1063 0.1064
C 1.47504 -2.55171 -2.09246 -0.0351 -0.0884 -0.0138
C 0.31643 -3.43626 -1.73012 -0.0134 0.1550 0.0332
C -1.16268 -2.98367 -1.89721 0.0140 0.0836 -0.0347
N -0.17347 -0.65827 -0.49561 -0.1158 0.3136 0.0439
H 3.66817 1.53137 5.82456 -0.0006 0.0085 -0.0170
H 2.24217 2.55388 5.60414 0.0195 -0.0181 0.0015
H 2.85569 1.58655 4.25061 -0.0068 0.0120 0.0796
H 1.70568 0.43782 6.84238 0.0156 -0.0414 0.0325
H 2.27123 -0.51037 5.46909 0.0363 -0.0310 -0.0254
H -0.30847 0.61882 5.83514 0.0288 0.0417 0.0327
H 3.42925 0.10630 1.95634 0.0124 0.0046 -0.0084
H 3.75231 -0.82657 0.47820 -0.0294 -0.0111 0.0428
H 3.25532 -1.63750 1.97118 -0.0224 0.0039 0.0086
H 2.92035 -1.11907 -1.63386 -0.0218 -0.0109 0.0061
H 2.06733 -2.91262 -2.92525 0.0171 -0.0116 0.0383
H 0.50091 -4.43588 -2.11227 -0.0122 -0.0615 -0.0145
H -1.78774 -3.81178 -2.23240 0.0373 -0.0446 -0.0353
O 0.08851 -3.53086 -0.27162 0.0954 0.0134 -0.1028
C -1.13221 -2.99304 -0.36289 -0.0145 -0.1018 -0.0936
O -1.87232 -2.71933 0.54269 -0.1578 -0.0764 -0.0125
C -1.49473 -1.73125 -2.71364 0.0220 -0.1262 0.0542
P -0.95390 -0.24179 -1.82906 0.0448 -0.1375 0.2643
C -0.09681 0.88378 -2.90541 0.1552 0.0408 0.0715
C -0.18757 0.81392 -4.29222 -0.1169 -0.0196 -0.0312
C 0.54728 1.68817 -5.07470 0.0013 0.0314 -0.0482
C 1.37206 2.62844 -4.47414 0.0314 0.0392 0.0750
C 1.46648 2.70219 -3.08847 -0.0270 -0.0245 0.0107
C 0.73770 1.82752 -2.29651 0.0388 0.0149 -0.1823
C -2.39107 0.53878 -1.06616 -0.1097 0.1983 -0.0739
C -2.36718 1.91068 -0.78384 -0.0310 -0.0045 -0.0812
C -3.29379 2.45895 0.08974 0.0338 0.0601 -0.0348
C -4.23851 1.64857 0.70641 -0.0291 0.0348 0.0465
C -4.28984 0.29331 0.41320 -0.1321 -0.0487 -0.0693
C -3.37932 -0.26864 -0.48250 -0.2801 0.1014 -0.1879
H -2.56092 -1.66549 -2.93019 -0.0262 -0.0219 -0.0151
H -0.97310 -1.78310 -3.67013 -0.0001 -0.0581 0.0005
H -0.83498 0.08657 -4.76810 0.0372 0.0350 -0.0067
H 0.47773 1.63513 -6.15298 0.0028 0.0021 0.0155
H 1.94900 3.30682 -5.08955 -0.0127 -0.0102 0.0211
H 2.11318 3.43540 -2.62355 -0.0120 -0.0244 -0.0305
H 0.82881 1.86452 -1.21713 0.0003 -0.0265 0.0027
H -1.62895 2.54773 -1.25545 0.0127 -0.0294 0.0543
H -3.26671 3.51990 0.30051 -0.0080 -0.0234 -0.0041
H -4.94130 2.07360 1.41123 0.0111 -0.0052 -0.0334
H -5.05554 -0.33193 0.85266 0.0225 -0.0107 0.0261
H -3.48819 -1.30705 -0.75899 0.1007 -0.0941 0.1046

72
Properties=species:S:1:pos:R:3:forces:R:3 method="wB97M-V/def2-TZVPD" e_above_lowest_kcal_mol=96.05 e_homo_ev="-7.8 / -7.8" total_energy_ha=-4190.69241 homo_lumo_gap_ev="6.2 / 6.2" multiplicity=1
Pt 0.16745 -0.05565 0.18640 4.0274 -2.5359 1.1362
C -2.91606 -4.92183 2.09538 0.0405 0.0262 -0.2738
C -2.66204 -5.08731 0.59677 -0.3888 -0.0403 0.1353
N -1.37570 -4.55495 0.20033 0.2817 0.3739 0.0928
C -1.11795 -3.21595 0.15869 1.0715 0.5751 -0.1977
S 0.54478 -2.76696 0.39739 -0.4041 2.3355 0.1381
N -2.05476 -2.36159 -0.09398 -1.8625 -1.5957 0.0695
N -1.82119 -1.07098 -0.23150 -2.7466 2.7653 -0.5963
C -2.92726 -0.30463 -0.41989 1.7317 -4.6862 0.9511
C -4.27161 -0.96263 -0.37629 0.0267 0.2480 -0.0101
C -2.74562 1.06147 -0.66070 0.9809 3.6648 -0.5662
C -3.80701 1.98134 -0.90026 0.4692 -1.6501 0.3361
C -3.53771 3.29685 -1.15247 1.0714 0.9155 -0.1625
C -2.20234 3.71856 -1.18518 -1.0659 -0.3142 -0.0134
C -1.21622 2.77969 -0.95080 0.1336 0.5521 -0.1900
N -1.44803 1.51070 -0.67989 -1.6805 -0.1046 -0.1353
H -3.80465 -5.46689 2.39854 -0.1451 -0.0596 0.0477
H -3.05278 -3.87200 2.33767 -0.0053 0.1530 0.0671
H -2.06982 -5.29542 2.66787 0.0612 -0.0804 0.0774
H -3.43019 -4.57108 0.01954 0.0239 -0.1196 0.0055
H -2.67593 -6.14666 0.32946 -0.0198 0.1153 -0.0787
H -0.57878 -5.10235 0.49393 -0.0664 0.0802 -0.0154
H -4.25276 -1.78200 0.33922 0.0214 0.0243 -0.0558
H -4.50883 -1.38391 -1.35476 -0.0776 -0.0623 -0.0098
H -5.05189 -0.26218 -0.09505 -0.0738 0.0593 -0.0411
H -4.82946 1.63722 -0.88998 -0.0272 -0.0753 -0.0059
H -4.33434 4.00190 -1.34189 -0.0874 -0.0092 0.0334
H -1.93291 4.74016 -1.38833 0.0296 0.1575 -0.0384
H -0.18078 3.07507 -0.98722 0.0642 -0.0903 0.0833
C 2.41728 -1.94826 -2.34854 0.1959 0.4452 0.3459
Ge 3.14208 -0.42381 -1.27295 0.5350 -0.2517 -0.4378
C 5.07660 -0.76166 -0.85074 -0.6836 0.1012 -0.0842
C 3.13250 1.12864 -2.51370 -0.0297 -0.4348 0.4391
C 2.25125 -0.30108 0.50815 -0.6191 0.3006 -0.4384
H 2.93418 -2.00605 -3.30296 0.1373 0.0998 -0.1067
H 1.35832 -1.79720 -2.55022 -0.1010 0.0026 0.0076
H 2.52909 -2.90279 -1.84383 -0.0001 -0.0602 0.1124
H 5.64581 -0.79672 -1.77450 0.0486 -0.0068 -0.1826
H 5.23000 -1.69558 -0.31953 -0.0666 -0.1526 0.0819
H 5.47320 0.04526 -0.24100 -0.0020 0.1342 0.0803
H 3.71817 0.86171 -3.39168 0.0677 -0.1290 -0.0526
H 3.57800 2.00574 -2.05842 0.0258 0.1062 0.1145
H 2.12587 1.37605 -2.83262 -0.1709 0.0387 0.0032
H 2.62499 0.53911 1.08598 -0.0846 0.0845 -0.0255
H 2.45540 -1.22114 1.05589 -0.0664 0.0005 0.0032
O 2.00151 2.78041 1.79468 -0.0162 -0.3350 0.4322
C 1.90141 2.91413 0.57722 0.6755 1.3003 0.5425
O 1.39358 2.11745 -0.24776 -1.2046 -1.3460 -0.7453
C 2.42744 4.21537 -0.04604 -0.1873 -0.4672 0.0651
C 3.01763 5.19453 0.74336 -0.0286 -0.1079 -0.0242
C 3.45232 6.37569 0.16536 0.0347 0.0310 0.0959
C 3.29475 6.58438 -1.19543 0.0568 0.0720 -0.0833
C 2.71883 5.60243 -1.98374 -0.0123 0.0626 -0.1328
C 2.28551 4.42271 -1.41093 -0.0059 0.0455 0.0852
H 3.12980 5.01609 1.80305 -0.0268 -0.0532 0.0424
H 3.92117 7.13290 0.77880 -0.0050 0.0578 0.0220
H 3.62528 7.50862 -1.64546 0.0612 0.0957 -0.0253
H 2.60702 5.74233 -3.04860 0.0088 0.1129 -0.1080
H 1.83985 3.65044 -2.01700 -0.0365 -0.0790 -0.0453
C 1.04349 0.02482 3.72030 -0.4450 0.2384 -1.0283
Si -0.34867 0.43818 2.45550 -0.6525 -0.0303 1.2838
C -1.87979 -0.64847 2.95908 0.8618 0.3875 -0.5626
C -0.97725 2.24323 2.68317 0.5464 -0.7772 -0.5840
H 0.65247 0.13552 4.72743 -0.2591 0.0582 0.1411
H 1.87476 0.70924 3.60174 0.1518 0.1846 -0.0959
H 1.41199 -0.98978 3.61128 -0.0130 -0.2141 -0.0926
H -2.07577 -0.48931 4.01484 0.0649 0.1339 0.2750
H -1.71074 -1.70914 2.81051 0.0957 -0.2280 -0.0760
H -2.77208 -0.36521 2.41071 -0.1455 0.0879 -0.1506
H -1.27528 2.37146 3.71899 -0.0763 -0.1552 0.2879
H -1.83300 2.46202 2.05216 -0.2108 -0.0666 -0.1206
H -0.19467 2.95904 2.46756 0.1973 0.0906 -0.0422

15
Properties=species:S:1:pos:R:3:forces:R:3 method="wB97M-V/def2-TZVPD" e_above_lowest_kcal_mol=30.71 e_homo_ev=-8.5 total_energy_ha=-493.53827 homo_lumo_gap_ev=9.1 multiplicity=1
C 1.37741 1.73640 -0.31851 1.8391 -2.6214 2.0925
C 0.07534 1.26795 0.38595 1.4501 -1.3149 0.1194
C -0.22342 -0.20328 0.06688 -6.3911 0.9815 0.7492
C -1.52370 -0.83204 0.05370 5.1661 1.7310 -0.4034
C -1.52672 -2.34057 0.00701 -3.8993 0.1652 1.9005
I -3.24046 0.34123 0.01613 -0.0130 -0.3502 0.1008
H 2.29068 1.27628 0.36753 -2.0489 1.1532 -2.0645
H 1.49508 1.39870 -1.33058 -0.0962 -0.8267 -0.4479
H 1.58186 2.75500 -0.44047 -0.1739 1.8330 0.6147
H 0.33551 1.27244 1.46745 -0.5183 0.1869 -0.4396
H -0.77752 1.88133 0.23554 -0.6640 0.6272 -0.2656
H 0.59517 -0.81496 0.08638 1.9903 -1.7688 -0.1480
H -1.76326 -2.74968 1.03967 0.2380 0.5925 -0.8252
H -2.37160 -2.80399 -0.58232 1.3174 0.5758 -0.0012
H -0.55913 -2.64796 -0.17842 1.8037 -0.9641 -0.9817